Below is a cluster of 2 separate species, H7N3 in total in a non-equilibrium geometry, with properties calculated with wB97M-V/def2-TZVPD.

## Properties
Kohn-Sham gap = 9.57 eV
highest occupied orbital energy = -8.60 eV
SMILES = NN.N
energy relative to the best compared isomer or geometry (same formula, charge and spin) = 1.1 kcal/mol

Positions of all 10 atoms, in Å:
N (0.127, 1.129, -1.297)
N (0.583, 1.197, 0.080)
H (-0.748, 0.627, -1.297)
H (-0.176, 2.091, -1.477)
H (1.530, 1.536, 0.034)
H (0.732, 0.210, 0.404)
N (-0.548, -2.129, 1.158)
H (-1.031, -1.333, 1.593)
H (-0.127, -1.758, 0.305)
H (-1.316, -2.753, 0.849)

Atoms 1-6, force components in eV/Å:
N 0.1 0.7 -0.5
N -0.1 -1.5 1.0
H -0.2 -0.3 0.2
H 0.1 -0.3 -0.1
H 0.4 0.2 -0.1
H -0.3 1.2 -0.5

Atom charges from the Löwdin analysis, given in e for atoms 1 to 8: -0.10, -0.10, 0.04, 0.06, 0.05, 0.05, -0.01, 0.01

=====

Below is a structure of composition C3H9O3P in a non-equilibrium geometry, with properties calculated with wB97M-V/def2-TZVPD.

## Properties
Kohn-Sham gap = 8.86 eV
highest occupied orbital energy = -8.29 eV
energy relative to the best compared isomer or geometry (same formula, charge and spin) = 50.1 kcal/mol

Positions of all 16 atoms, in Å:
C (1.782, -0.870, -0.389)
C (0.343, 1.354, 1.660)
C (-1.591, 0.219, -1.224)
O (-1.322, -0.926, 1.852)
O (-1.264, -0.805, -2.058)
O (0.759, -1.252, 0.493)
P (-0.441, -0.216, 0.915)
H (2.745, -1.401, -0.126)
H (1.872, 0.182, -0.678)
H (1.451, -1.317, -1.518)
H (1.420, 1.383, 1.491)
H (0.040, 2.234, 0.996)
H (0.018, 1.511, 2.678)
H (-2.583, 0.159, -0.743)
H (-1.323, 1.327, -1.419)
H (-1.907, -1.583, -1.930)

Atoms 1-6, force components in eV/Å:
C -0.2 -2.3 -4.3
C -0.5 0.5 -2.6
C 0.8 1.1 3.8
O -0.4 0.1 0.2
O -1.2 -1.1 -0.4
O -0.3 1.2 0.6

Atom charges from the Löwdin analysis, given in e for atoms 1 to 8: -0.19, -0.17, -0.20, -0.37, -0.11, -0.33, 0.66, 0.10

=====

Below is an isolated molecule of C2H5N2O2P in a non-equilibrium geometry, with properties calculated with wB97M-V/def2-TZVPD.

## Properties
multiplicity = 3
Kohn-Sham gap (alpha / beta) = 8.02 / 8.77 eV
highest occupied orbital energy (alpha / beta) = -7.36 / -9.38 eV
energy relative to the best compared isomer or geometry (same formula, charge and spin) = 0.0 kcal/mol

Positions of all 12 atoms, in Å:
C (-0.857, -0.735, -2.239)
C (0.425, -0.700, -1.361)
N (-0.502, 0.518, 2.156)
N (-0.160, 1.749, 1.868)
O (-0.804, -0.792, -3.432)
O (0.401, -0.036, -0.128)
P (-0.485, -0.682, 1.086)
H (0.660, -1.776, -1.094)
H (1.234, -0.324, -1.887)
H (0.030, 1.863, 0.850)
H (-0.598, 2.404, 2.572)
H (0.656, -1.489, 1.610)

Atoms 1-6, force components in eV/Å:
C 0.6 0.4 -1.6
C -0.8 -2.4 1.8
N -0.4 -0.2 1.6
N -0.3 0.8 0.2
O -0.2 -0.1 2.0
O -0.2 1.2 -1.1

Atom charges from the Löwdin analysis, given in e for atoms 1 to 8: -0.09, -0.27, -0.37, -0.06, 0.07, -0.47, 0.77, 0.13

=====

Below is a structure of composition C36H56AsF6N8O2S in a non-equilibrium geometry, with properties calculated with wB97M-V/def2-TZVPD.

## Properties
charge = -1
Kohn-Sham gap = 8.23 eV
highest occupied orbital energy = -6.71 eV

Positions of all 110 atoms, in Å:
As (-0.169, 0.501, 0.296)
F (0.751, 1.547, 1.466)
F (1.300, -0.271, -0.279)
F (-1.067, -0.559, -0.871)
F (-1.757, 1.172, 0.896)
F (-0.084, 1.751, -0.937)
F (-0.319, -0.714, 1.681)
C (1.707, -1.041, 8.014)
C (1.276, 0.390, 8.407)
C (-0.032, 0.781, 7.744)
C (-1.073, -0.277, 7.771)
N (-1.941, -1.047, 7.740)
H (1.130, -1.772, 8.581)
H (2.767, -1.207, 8.207)
H (1.569, -1.257, 6.955)
H (2.083, 1.075, 8.148)
H (1.293, 0.502, 9.491)
H (0.135, 0.991, 6.688)
H (-0.509, 1.642, 8.214)
C (4.512, 8.071, 0.882)
C (3.081, 8.631, 0.635)
C (2.942, 9.708, -0.408)
C (3.715, 10.945, -0.068)
N (4.321, 11.898, 0.182)
H (5.108, 8.746, 1.497)
H (5.106, 7.872, -0.010)
H (4.438, 7.084, 1.339)
H (2.766, 8.973, 1.621)
H (2.471, 7.780, 0.335)
H (1.885, 9.938, -0.538)
H (3.401, 9.407, -1.350)
C (-6.183, -5.264, 1.420)
C (-6.809, -4.213, 0.431)
C (-8.319, -4.231, 0.450)
C (-8.936, -5.500, 0.009)
N (-9.405, -6.503, -0.322)
H (-5.956, -5.029, 2.460)
H (-5.350, -5.718, 0.882)
H (-6.881, -6.099, 1.474)
H (-6.469, -4.612, -0.525)
H (-6.339, -3.230, 0.479)
H (-8.623, -3.432, -0.226)
H (-8.665, -4.092, 1.474)
C (-3.287, -1.758, -9.338)
C (-3.546, -2.455, -7.981)
C (-4.811, -1.919, -7.237)
C (-6.086, -1.943, -8.025)
N (-7.058, -1.968, -8.645)
H (-2.384, -2.165, -9.793)
H (-3.177, -0.683, -9.202)
H (-4.108, -1.870, -10.047)
H (-2.681, -2.349, -7.326)
H (-3.606, -3.525, -8.184)
H (-4.623, -0.895, -6.914)
H (-5.069, -2.565, -6.398)
C (2.304, -6.103, -6.201)
C (3.126, -5.292, -5.215)
C (4.607, -5.144, -5.786)
S (4.533, -5.775, -7.546)
O (4.921, -7.184, -7.708)
O (5.195, -4.841, -8.445)
C (2.662, -5.669, -7.564)
H (1.225, -6.085, -6.042)
H (2.534, -7.169, -6.221)
H (3.148, -5.942, -4.341)
H (2.667, -4.325, -5.009)
H (5.552, -5.525, -5.399)
H (4.715, -4.067, -5.913)
H (2.241, -6.201, -8.418)
H (2.425, -4.615, -7.704)
N (3.689, 1.462, -5.697)
C (4.955, 1.542, -5.091)
C (5.977, 1.426, -6.083)
C (5.297, 1.221, -7.310)
C (3.900, 1.293, -7.048)
H (2.802, 1.492, -5.214)
H (5.091, 1.721, -4.034)
H (7.044, 1.424, -5.919)
H (5.777, 0.884, -8.216)
H (3.048, 1.299, -7.712)
N (-8.745, 4.043, 3.599)
C (-10.011, 4.706, 3.585)
C (-11.044, 3.800, 3.817)
C (-10.436, 2.475, 3.791)
C (-9.071, 2.729, 3.827)
H (-7.833, 4.471, 3.523)
H (-10.105, 5.762, 3.377)
H (-12.097, 4.033, 3.865)
H (-10.931, 1.516, 3.834)
H (-8.219, 2.078, 3.955)
N (5.264, 7.721, 8.183)
C (4.077, 7.069, 7.974)
C (3.368, 7.118, 9.188)
C (4.057, 8.035, 10.046)
C (5.268, 8.272, 9.391)
H (5.970, 7.879, 7.478)
H (3.942, 6.500, 7.067)
H (2.368, 6.821, 9.468)
H (3.699, 8.548, 10.927)
H (6.089, 8.896, 9.710)
N (3.810, -6.086, 1.966)
C (5.065, -6.533, 1.613)
C (5.197, -7.839, 2.085)
C (4.013, -8.209, 2.689)
C (3.162, -7.105, 2.612)
H (3.481, -5.136, 1.862)
H (5.805, -6.053, 0.991)
H (6.063, -8.482, 2.038)
H (3.787, -9.134, 3.198)
H (2.140, -6.963, 2.932)

Atoms 1-6, force components in eV/Å:
As -1.4 -0.6 1.7
F -0.9 -1.0 -1.4
F -0.5 0.6 0.4
F 0.7 1.0 1.3
F 1.8 -0.5 -0.8
F 0.1 -0.6 0.7

Atom charges from the Löwdin analysis, given in e for atoms 1 to 8: 0.90, -0.32, -0.29, -0.32, -0.33, -0.29, -0.34, -0.11

=====

Below is an isolated molecule of C5H10N2S in a non-equilibrium geometry, with properties calculated with wB97M-V/def2-TZVPD.

## Properties
Kohn-Sham gap = 9.71 eV
highest occupied orbital energy = -8.81 eV
SMILES = N[C@@H]1C[C@]1(N)[C@@H]1CS1
energy relative to the best compared isomer or geometry (same formula, charge and spin) = 38.8 kcal/mol

Positions of all 18 atoms, in Å:
N (1.435, -1.795, -0.573)
C (1.731, -0.506, -0.024)
C (1.140, 0.011, 1.265)
C (0.717, 0.592, -0.046)
N (1.269, 1.915, -0.330)
C (-0.696, 0.398, -0.590)
C (-1.848, 1.010, 0.148)
S (-1.851, -0.822, 0.072)
H (0.509, -2.086, -0.354)
H (2.011, -2.508, -0.108)
H (2.772, -0.154, -0.272)
H (1.785, 0.617, 1.910)
H (0.410, -0.624, 1.779)
H (0.655, 2.651, 0.030)
H (1.340, 2.045, -1.321)
H (-0.734, 0.449, -1.685)
H (-1.681, 1.441, 1.104)
H (-2.647, 1.463, -0.439)

Atoms 1-6, force components in eV/Å:
N 1.0 -0.7 0.1
C 1.0 0.6 -0.3
C 0.1 -0.1 0.8
C -0.3 0.6 -0.2
N -0.5 -0.2 0.6
C 0.4 0.3 -0.1

Atom charges from the Löwdin analysis, given in e for atoms 1 to 8: 0.05, -0.32, -0.06, -0.51, 0.09, -0.55, -0.38, 0.82

=====

Below is a cluster of 2 separate species, C4H8NO2 in total in a non-equilibrium geometry, with properties calculated with wB97M-V/def2-TZVPD.

## Properties
charge = +1
Kohn-Sham gap = 11.72 eV
highest occupied orbital energy = -15.73 eV
energy relative to the best compared isomer or geometry (same formula, charge and spin) = 89.9 kcal/mol

Positions of all 15 atoms, in Å:
C (-2.162, 1.048, -0.761)
C (-1.252, 0.557, -0.195)
C (-0.378, -0.387, 0.439)
C (1.234, 1.304, 0.849)
N (0.449, -1.355, -1.094)
O (-0.970, -1.519, 0.867)
O (0.589, 0.025, 1.130)
H (-2.816, 1.887, -1.106)
H (1.418, 1.552, -0.171)
H (2.043, 1.373, 1.495)
H (0.781, 2.287, 1.260)
H (0.732, -0.887, -1.944)
H (-0.369, -1.892, -1.427)
H (1.057, -2.109, -0.859)
H (-0.355, -1.883, 1.516)

Atoms 1-6, force components in eV/Å:
C -2.4 3.6 -1.3
C 1.6 -2.3 0.5
C -2.0 -1.3 -0.9
C -1.6 2.5 1.2
N -2.0 0.0 -1.2
O 0.3 1.2 0.2

Atom charges from the Löwdin analysis, given in e for atoms 1 to 8: 0.22, -0.02, -0.51, 0.02, 0.17, 0.15, 0.04, 0.11

=====

Below is a structure of composition C41H58BrMnN2O4 in a non-equilibrium geometry, with properties calculated with wB97M-V/def2-TZVPD.

## Properties
multiplicity = 6
charge = -1
Kohn-Sham gap (alpha / beta) = 6.99 / 7.18 eV
highest occupied orbital energy (alpha / beta) = -4.54 / -4.73 eV
energy relative to the best compared isomer or geometry (same formula, charge and spin) = 14.2 kcal/mol

Positions of all 107 atoms, in Å:
Mn (-0.594, 0.244, -0.337)
C (1.482, -0.546, -2.777)
N (1.410, -0.800, -1.336)
C (1.182, -2.228, -1.112)
C (2.660, -0.345, -0.724)
C (2.659, -0.433, 0.802)
N (1.487, 0.193, 1.399)
C (1.720, 1.597, 1.756)
C (2.052, 2.557, 0.645)
C (3.208, 3.306, 0.736)
C (3.465, 4.351, -0.142)
C (2.558, 4.533, -1.178)
C (1.395, 3.798, -1.338)
C (1.073, 2.809, -0.361)
O (-0.051, 2.175, -0.316)
C (0.527, 4.138, -2.549)
C (-0.748, 3.300, -2.661)
C (0.100, 5.615, -2.470)
C (1.341, 3.902, -3.832)
C (4.618, 5.328, 0.033)
C (5.467, 5.394, -1.243)
C (4.040, 6.719, 0.337)
C (5.547, 4.950, 1.190)
C (1.109, -0.543, 2.615)
C (-0.113, 0.001, 3.297)
C (-0.037, 0.510, 4.570)
C (-1.165, 0.993, 5.223)
C (-2.363, 0.937, 4.525)
C (-2.500, 0.425, 3.243)
C (-1.341, -0.061, 2.576)
O (-1.328, -0.566, 1.388)
C (-3.896, 0.472, 2.623)
C (-4.326, 1.941, 2.489)
C (-4.891, -0.273, 3.531)
C (-3.982, -0.156, 1.232)
C (-1.036, 1.550, 6.632)
C (-0.029, 2.708, 6.634)
C (-2.362, 2.077, 7.183)
C (-0.545, 0.445, 7.576)
H (2.193, -1.229, -3.266)
H (1.810, 0.478, -2.950)
H (0.497, -0.656, -3.238)
H (2.065, -2.829, -1.393)
H (0.331, -2.550, -1.715)
H (0.941, -2.407, -0.063)
H (2.798, 0.701, -1.003)
H (3.514, -0.933, -1.113)
H (3.592, 0.026, 1.175)
H (2.681, -1.487, 1.090)
H (2.526, 1.650, 2.512)
H (0.791, 1.945, 2.223)
H (3.901, 3.077, 1.536)
H (2.764, 5.314, -1.893)
H (-1.389, 3.457, -1.799)
H (-0.518, 2.239, -2.732)
H (-1.296, 3.589, -3.558)
H (-0.462, 5.781, -1.553)
H (-0.530, 5.874, -3.320)
H (0.955, 6.287, -2.468)
H (1.616, 2.851, -3.908)
H (2.250, 4.496, -3.849)
H (0.750, 4.160, -4.709)
H (4.879, 5.719, -2.096)
H (5.880, 4.413, -1.465)
H (6.290, 6.094, -1.112)
H (3.418, 7.076, -0.479)
H (4.845, 7.435, 0.496)
H (3.427, 6.681, 1.235)
H (6.012, 3.984, 1.011)
H (5.004, 4.918, 2.130)
H (6.334, 5.697, 1.279)
H (1.947, -0.539, 3.338)
H (0.901, -1.580, 2.324)
H (0.930, 0.540, 5.059)
H (-3.251, 1.321, 4.999)
H (-4.359, 2.437, 3.456)
H (-5.315, 2.004, 2.036)
H (-3.619, 2.471, 1.855)
H (-4.965, 0.191, 4.511)
H (-4.575, -1.306, 3.666)
H (-5.884, -0.272, 3.083)
H (-3.333, 0.371, 0.527)
H (-5.009, -0.097, 0.869)
H (-3.682, -1.200, 1.261)
H (-0.347, 3.482, 5.938)
H (0.958, 2.369, 6.334)
H (0.046, 3.141, 7.632)
H (-2.752, 2.875, 6.558)
H (-2.207, 2.474, 8.185)
H (-3.100, 1.282, 7.245)
H (0.415, 0.052, 7.253)
H (-1.258, -0.377, 7.593)
H (-0.437, 0.839, 8.587)
Br (-6.030, 0.270, -6.858)
C (-5.397, -0.207, -5.112)
C (-6.305, -0.730, -4.206)
C (-5.850, -1.084, -2.945)
C (-4.521, -0.910, -2.608)
C (-3.623, -0.380, -3.528)
C (-4.067, -0.032, -4.800)
C (-2.145, -0.244, -3.190)
O (-1.347, -0.175, -4.128)
O (-1.852, -0.265, -1.961)
H (-7.341, -0.862, -4.483)
H (-6.538, -1.505, -2.224)
H (-4.153, -1.183, -1.631)
H (-3.360, 0.361, -5.517)

Atoms 1-6, force components in eV/Å:
Mn 0.5 -0.1 0.1
C -0.2 0.0 -0.2
N -0.1 0.0 0.0
C 0.0 0.0 0.1
C 0.0 0.2 0.4
C 0.0 -0.1 -0.4

Atom charges from the Löwdin analysis, given in e for atoms 1 to 8: 1.00, -0.08, -0.30, -0.08, -0.19, -0.18, -0.16, -0.13

=====

Below is a structure of composition C29H40N2OTi, with properties calculated with wB97M-V/def2-TZVPD.

## Properties
Kohn-Sham gap (alpha / beta) = 6.30 / 6.76 eV
highest occupied orbital energy (alpha / beta) = -5.84 / -6.30 eV
energy relative to the best compared isomer or geometry (same formula, charge and spin) = 4.0 kcal/mol

Positions of all 73 atoms, in Å:
Ti (0.613, -0.020, 0.591)
C (2.741, 0.970, 0.830)
C (2.461, 0.296, 2.049)
C (2.354, -1.088, 1.748)
C (2.601, -1.265, 0.358)
C (2.827, 0.004, -0.213)
C (3.237, 0.324, -1.616)
C (2.663, -2.594, -0.325)
C (2.120, -2.188, 2.733)
C (2.406, 0.898, 3.415)
C (3.075, 2.419, 0.658)
H (2.684, 1.175, -2.019)
H (3.075, -0.517, -2.290)
H (4.298, 0.586, -1.658)
H (2.763, -2.491, -1.404)
H (1.769, -3.192, -0.133)
H (3.521, -3.165, 0.036)
H (3.067, -2.512, 3.175)
H (1.658, -3.055, 2.258)
H (1.453, -1.878, 3.537)
H (1.768, 0.315, 4.077)
H (2.006, 1.913, 3.405)
H (3.408, 0.944, 3.848)
H (2.556, 2.864, -0.192)
H (4.146, 2.548, 0.477)
H (2.831, 3.001, 1.547)
C (0.847, -0.928, -3.862)
C (0.145, -1.937, -2.955)
C (-1.282, -1.553, -2.663)
C (-2.225, -1.686, -3.690)
C (-3.545, -1.339, -3.511)
C (-3.959, -0.848, -2.277)
C (-3.068, -0.713, -1.226)
C (-3.569, -0.197, 0.097)
C (-4.268, -1.271, 0.935)
C (-1.718, -1.062, -1.425)
N (-0.829, -0.893, -0.348)
C (-0.850, -1.703, 0.784)
C (-0.963, -1.104, 2.090)
C (-1.210, -1.572, 3.385)
C (-1.184, -0.430, 4.213)
C (-0.877, 0.661, 3.426)
N (-0.724, 0.271, 2.124)
H (0.944, 0.043, -3.377)
H (1.851, -1.266, -4.133)
H (0.289, -0.770, -4.787)
H (0.696, -2.041, -2.018)
H (0.145, -2.916, -3.443)
H (-1.898, -2.080, -4.647)
H (-4.255, -1.456, -4.320)
H (-4.996, -0.569, -2.120)
H (-4.276, 0.612, -0.100)
H (-2.737, 0.223, 0.677)
H (-5.120, -1.693, 0.398)
H (-4.627, -0.858, 1.880)
H (-3.587, -2.083, 1.174)
H (-0.904, -2.785, 0.680)
H (-1.428, -2.589, 3.665)
H (-1.387, -0.399, 5.275)
H (-0.757, 1.694, 3.718)
C (-0.934, 3.647, -1.521)
C (-0.244, 4.146, -0.241)
C (-0.171, 2.896, 0.607)
O (0.142, 1.861, -0.366)
C (-0.704, 2.130, -1.522)
H (-0.518, 4.118, -2.410)
H (-2.002, 3.860, -1.499)
H (-0.800, 4.940, 0.254)
H (0.761, 4.508, -0.455)
H (-1.121, 2.636, 1.080)
H (0.612, 2.880, 1.360)
H (-1.629, 1.562, -1.411)
H (-0.169, 1.758, -2.387)

Atoms 1-6, force components in eV/Å:
Ti -0.5 -0.3 0.6
C 0.0 0.0 0.2
C 0.2 -0.1 -0.4
C 0.0 0.0 0.0
C 0.0 -0.1 0.1
C 0.1 0.0 -0.1

Atom charges from the Löwdin analysis, given in e for atoms 1 to 8: 0.99, -0.28, -0.25, -0.27, -0.27, -0.27, -0.02, -0.03